Entry 1:
DFT (the ωB97M-V functional and the def2-TZVPD basis) results for a cluster of 8 separate species, C42H82F6N13O2P in total.

```
146
Properties=species:S:1:pos:R:3:mulliken_charge:R:1
P -3.435 -2.387 10.798 1.85
F -3.708 -1.406 9.521 -0.49
F -2.054 -2.896 10.127 -0.40
F -2.699 -1.218 11.613 -0.40
F -3.088 -3.397 12.051 -0.43
F -4.886 -2.024 11.426 -0.39
F -4.157 -3.622 9.984 -0.48
C -10.288 1.377 11.976 -1.10
C -8.811 1.335 11.593 -0.58
N -8.448 0.492 10.455 0.32
C -8.637 0.742 9.127 -0.42
C -8.203 -0.340 8.440 -0.53
N -7.772 -1.307 9.338 0.27
C -7.990 -0.789 10.547 -0.23
C -7.201 -2.634 9.048 -0.69
H -10.884 1.215 11.077 0.31
H -10.565 2.313 12.454 0.38
H -10.509 0.567 12.670 0.33
H -8.308 0.944 12.481 0.24
H -8.357 2.317 11.462 0.45
H -9.125 1.652 8.815 0.53
H -8.140 -0.436 7.368 0.49
H -7.776 -1.296 11.472 0.43
H -6.822 -3.110 9.945 0.25
H -6.453 -2.468 8.277 0.07
H -8.054 -3.165 8.624 0.47
C -7.488 -7.072 18.158 -1.06
C -6.051 -6.559 18.308 -0.45
N -5.442 -6.150 17.022 0.20
C -5.896 -5.218 16.112 -0.67
C -4.925 -5.052 15.197 -0.39
N -3.862 -5.848 15.558 0.29
C -4.209 -6.516 16.683 -0.15
C -2.537 -5.853 14.921 -0.96
H -8.113 -6.272 17.765 0.36
H -7.878 -7.345 19.138 0.41
H -7.509 -7.997 17.584 0.25
H -5.410 -7.346 18.703 0.31
H -5.931 -5.681 18.943 0.37
H -6.809 -4.678 16.297 0.45
H -4.841 -4.375 14.362 0.61
H -3.552 -7.209 17.185 0.44
H -2.507 -5.048 14.189 0.17
H -2.428 -6.778 14.364 0.39
H -1.786 -5.658 15.682 0.43
C 1.760 1.108 11.639 -1.55
C 0.924 0.067 10.837 0.18
N 0.009 0.737 9.896 0.31
C -0.364 2.050 9.922 -0.28
C -1.276 2.264 8.957 -0.81
N -1.549 1.024 8.403 0.27
C -0.803 0.081 9.012 -0.51
C -2.388 0.878 7.218 -0.91
H 2.435 0.460 12.199 0.42
H 1.064 1.686 12.238 0.46
H 2.441 1.686 11.016 0.38
H 0.270 -0.475 11.521 0.06
H 1.584 -0.625 10.317 0.28
H 0.070 2.730 10.633 0.54
H -1.821 3.162 8.721 0.51
H -0.749 -0.989 8.911 0.58
H -2.423 1.750 6.568 0.43
H -3.412 0.747 7.570 0.26
H -1.972 0.058 6.641 0.28
C 0.728 -3.436 12.184 -0.43
C 1.151 -4.216 10.949 -0.62
N 0.262 -5.356 10.723 0.19
C -0.673 -5.267 9.718 -0.72
C -1.589 -6.257 9.991 -0.70
N -1.249 -6.849 11.203 0.32
C -0.041 -6.358 11.526 -0.24
C -1.954 -7.927 11.948 -1.02
H 1.489 -2.933 12.780 0.48
H 0.164 -4.040 12.896 0.20
H 0.022 -2.630 11.965 -0.22
H 2.150 -4.637 11.092 0.32
H 1.228 -3.664 10.017 0.45
H -0.644 -4.555 8.917 0.60
H -2.433 -6.595 9.414 0.69
H 0.511 -6.570 12.429 0.50
H -1.967 -8.861 11.397 0.35
H -2.890 -7.411 12.160 0.45
H -1.440 -8.056 12.899 0.34
C -7.534 -7.740 9.266 -1.37
C -6.093 -7.770 9.737 -0.15
N -5.977 -8.540 10.995 0.29
C -5.011 -9.447 11.351 -0.47
C -5.274 -9.828 12.621 -0.61
N -6.304 -9.052 13.115 0.20
C -6.656 -8.213 12.114 -0.37
C -7.036 -9.162 14.367 -0.85
H -7.965 -8.720 9.483 0.40
H -7.558 -7.671 8.179 0.41
H -8.177 -6.992 9.726 0.36
H -5.743 -6.748 9.888 0.15
H -5.473 -8.315 9.028 0.39
H -4.479 -9.933 10.548 0.63
H -4.853 -10.662 13.160 0.53
H -7.303 -7.360 12.225 0.45
H -8.037 -8.776 14.187 0.35
H -6.587 -8.381 14.987 0.30
H -7.042 -10.170 14.768 0.36
C -4.775 1.841 10.549 -0.67
C -3.854 2.410 11.639 -0.54
N -4.324 2.052 12.973 0.37
C -4.496 0.736 13.371 -0.43
C -4.863 0.802 14.685 -0.95
N -4.657 2.094 15.121 0.11
C -4.319 2.820 14.058 -0.08
C -4.803 2.549 16.512 -0.80
H -5.784 2.256 10.617 0.23
H -4.910 0.759 10.614 -0.09
H -4.527 2.062 9.511 0.44
H -3.925 3.497 11.573 0.38
H -2.805 2.153 11.506 0.30
H -4.436 -0.145 12.750 0.56
H -5.030 -0.029 15.349 0.49
H -4.108 3.878 14.010 0.48
H -5.293 1.796 17.121 0.34
H -5.373 3.473 16.451 0.34
H -3.816 2.731 16.933 0.35
C -3.453 -0.970 4.279 -0.84
O -3.489 -2.392 4.420 -0.39
C -3.368 -2.804 5.764 0.14
C -3.110 -4.287 5.716 -0.98
N -1.923 -4.544 4.825 -0.14
H -1.934 -4.003 3.957 0.40
H -1.192 -4.145 5.415 0.40
C -1.555 -6.018 4.476 -0.56
C -2.278 -6.410 3.183 -0.72
O -3.663 -6.166 3.251 -0.26
C -4.250 -6.225 1.950 -0.84
H -2.489 -0.514 4.528 0.37
H -4.190 -0.388 4.839 0.30
H -3.545 -0.804 3.208 0.35
H -4.365 -2.596 6.172 0.30
H -2.562 -2.215 6.216 0.06
H -3.903 -4.877 5.249 0.50
H -3.013 -4.741 6.704 0.37
H -1.909 -6.589 5.330 0.33
H -0.497 -5.954 4.241 0.40
H -1.961 -7.426 2.924 0.50
H -1.829 -5.839 2.361 0.43
H -5.280 -5.873 1.982 0.28
H -4.164 -7.200 1.475 0.34
H -3.830 -5.453 1.295 0.37
```

Results
F_max, eV Å⁻¹: 2.75
Energy above the lowest of the compared OMol25 structures with the same formula, charge and spin, eV: 1.659
LUMO level, eV: -11.72
Frontier orbital gap, eV: 8.75
Charge: +6

***

Entry 2:
DFT (the ωB97M-V functional and the def2-TZVPD basis) results for a cluster of 6 separate species, C27H56Br2N5O11P2 in total.

```
103
Properties=species:S:1:pos:R:3:mulliken_charge:R:1
C 1.185 1.066 3.716 -0.81
C 1.865 1.759 2.774 -0.38
N 2.356 1.199 1.586 0.37
C 2.205 -0.149 1.372 -2.21
N 3.335 -0.968 1.373 1.48
C 4.144 -0.617 0.170 -1.32
C 4.696 -1.774 -0.648 -0.56
C 4.767 -1.294 -2.122 -1.17
C 3.466 -1.604 -2.810 0.48
O 2.462 -1.036 -2.448 -0.52
O 3.386 -2.459 -3.825 -0.30
C 4.427 -3.451 -3.974 -0.04
C 4.028 -4.375 -5.091 -1.42
C 4.021 -1.098 2.639 -0.57
Br 5.077 0.492 3.159 -0.06
C 4.957 -2.327 2.792 -0.19
C 6.409 -2.140 2.334 -1.29
Br 4.200 -3.956 2.087 -0.07
N 1.010 -0.636 1.068 1.34
P -0.421 0.336 0.758 0.81
N -0.237 1.853 0.628 -0.84
O -0.940 -0.253 -0.627 -0.46
O -1.415 -0.167 1.874 -0.63
P 0.810 -2.416 0.978 0.59
N 0.976 -3.004 2.385 -0.74
O -0.637 -2.724 0.440 -0.42
O 1.736 -2.918 -0.176 -0.29
H 0.244 1.468 4.068 0.31
H 1.555 0.165 4.189 0.21
H 2.075 2.817 2.887 0.51
H 3.300 1.506 1.352 0.53
H 4.952 0.088 0.385 0.24
H 3.464 -0.101 -0.510 1.12
H 5.707 -2.060 -0.373 0.53
H 4.074 -2.658 -0.579 0.30
H 4.856 -0.209 -2.124 0.52
H 5.662 -1.678 -2.595 0.38
H 4.539 -4.003 -3.041 0.29
H 5.371 -2.967 -4.214 0.25
H 4.874 -4.994 -5.384 0.41
H 3.208 -5.034 -4.817 0.33
H 3.738 -3.809 -5.974 0.34
H 3.275 -1.208 3.418 0.47
H 5.003 -2.465 3.868 0.62
H 6.529 -1.442 1.514 0.18
H 6.999 -1.792 3.177 0.43
H 6.817 -3.106 2.053 0.40
H -0.778 2.361 1.318 0.31
H -0.146 -0.419 -1.166 0.29
H -2.196 0.424 1.948 0.40
H 1.192 -2.328 3.104 0.25
H -1.226 -2.803 1.206 0.34
H 1.432 -3.760 -0.546 0.32
C -6.259 -0.457 1.132 -1.31
C -4.775 -0.290 1.078 0.99
O -4.182 0.513 1.782 -0.68
C -3.992 -1.132 0.106 -0.48
H -6.676 0.221 1.872 0.29
H -6.691 -0.226 0.160 0.34
H -6.519 -1.481 1.406 0.46
H -4.306 -0.938 -0.920 0.30
H -4.106 -2.195 0.322 0.36
H -2.973 -0.816 0.253 -0.24
C -10.505 1.771 -0.666 -1.17
C -9.735 0.646 -0.029 0.92
O -8.720 0.211 -0.527 -0.56
C -10.282 0.086 1.261 -1.17
H -10.005 2.080 -1.580 0.27
H -11.518 1.442 -0.905 0.41
H -10.553 2.621 0.015 0.30
H -11.285 -0.312 1.101 0.40
H -10.326 0.870 2.018 0.32
H -9.637 -0.716 1.614 0.26
C -4.304 1.815 -3.548 -0.95
C -2.844 2.165 -3.731 0.61
O -2.483 2.970 -4.552 -0.56
C -1.860 1.454 -2.829 -0.60
H -4.904 2.390 -4.249 0.32
H -4.462 0.752 -3.735 0.33
H -4.623 2.051 -2.531 0.13
H -1.920 0.377 -2.990 0.31
H -2.079 1.680 -1.787 0.12
H -0.852 1.794 -3.059 0.29
C 8.914 1.868 -0.490 -1.21
C 8.658 0.593 0.269 0.81
O 7.683 -0.094 0.046 -0.45
C 9.668 0.206 1.318 -1.12
H 8.117 2.030 -1.212 0.29
H 8.948 2.713 0.199 0.35
H 9.866 1.804 -1.020 0.37
H 9.731 0.984 2.080 0.35
H 10.650 0.074 0.861 0.38
H 9.368 -0.728 1.787 0.21
C -5.982 3.100 1.315 -0.40
C -6.669 4.146 0.469 0.66
O -7.843 4.062 0.197 -0.52
C -5.822 5.296 -0.021 -1.16
H -6.704 2.339 1.593 0.01
H -5.171 2.634 0.756 0.05
H -5.578 3.554 2.221 0.39
H -5.003 4.924 -0.639 0.29
H -5.409 5.844 0.827 0.33
H -6.435 5.970 -0.614 0.33
```

Results
F_max, eV Å⁻¹: 2.82
LUMO level, eV: -3.98
Frontier orbital gap, eV: 7.05
Charge: +1

***

Entry 3:
DFT (the ωB97M-V functional and the def2-TZVPD basis) results for a cluster of 11 separate species, BF4H20O10 in total.

```
35
Properties=species:S:1:pos:R:3:mulliken_charge:R:1
B -1.150 -0.619 -0.736 0.57
F -1.268 0.116 -1.976 -0.47
F -0.340 0.134 0.095 -0.31
F -2.419 -0.811 -0.105 -0.45
F -0.496 -1.825 -0.920 -0.34
O 1.639 -0.371 -2.618 -0.68
H 0.717 -0.529 -2.681 0.27
H 1.763 0.591 -2.461 0.45
O -0.430 -3.176 1.564 -0.69
H -0.694 -2.824 0.702 0.35
H -1.194 -3.085 2.107 0.27
O 2.080 2.080 -1.599 -0.81
H 1.361 2.490 -2.067 0.31
H 1.780 1.996 -0.670 0.42
O -2.625 0.579 2.052 -0.77
H -2.515 0.104 1.241 0.43
H -2.559 -0.107 2.750 0.30
O -1.465 2.988 -0.379 -0.68
H -0.868 3.101 -1.127 0.34
H -1.766 2.108 -0.283 0.32
O 2.185 -1.461 1.197 -0.64
H 1.796 -1.309 0.375 0.28
H 1.527 -1.992 1.654 0.34
O 1.593 -4.552 0.023 -0.64
H 0.780 -4.169 0.440 0.35
H 1.693 -4.258 -0.867 0.31
O -0.182 0.847 3.518 -0.62
H -0.740 0.806 2.764 0.34
H -0.475 1.584 4.055 0.29
O -0.384 2.425 -3.120 -0.68
H -0.883 1.647 -2.851 0.43
H -1.090 3.067 -3.325 0.30
O 1.551 1.871 1.097 -0.81
H 0.800 1.315 0.910 0.56
H 2.286 1.231 1.239 0.35
```

Results
F_max, eV Å⁻¹: 2.62
Energy above the lowest of the compared OMol25 structures with the same formula, charge and spin, eV: 0.327
LUMO level, eV: 2.70
Frontier orbital gap, eV: 10.12
Charge: -1

***

Entry 4:
DFT (the ωB97M-V functional and the def2-TZVPD basis) results for a structure of composition H18O9.

```
27
Properties=species:S:1:pos:R:3:mulliken_charge:R:1
H -0.493 0.273 0.407 0.16
H 0.993 0.561 0.398 0.28
H -1.077 -3.683 -1.041 0.24
H -1.439 -2.513 -1.988 0.23
H 3.716 0.286 -0.374 0.32
H 3.528 -1.234 -0.421 0.31
H -1.473 1.775 -2.322 0.28
H -0.932 3.069 -1.558 0.28
H 2.393 0.302 -2.063 0.31
H 1.924 -0.821 -1.215 0.28
H -4.313 0.854 0.769 0.31
H -3.133 1.754 0.551 0.33
H -2.019 -2.602 0.765 0.34
H -1.681 -1.136 0.271 0.27
H 0.907 -1.241 2.317 0.30
H 0.447 -2.591 1.751 0.31
H 1.275 3.596 1.197 0.30
H 1.034 3.428 2.716 0.31
O 0.248 0.486 -0.168 -0.46
O -1.406 -2.788 -1.045 -0.47
O 3.456 -0.380 -1.009 -0.67
O -0.772 2.122 -1.774 -0.55
O 1.785 0.039 -1.369 -0.55
O -4.065 1.637 0.273 -0.63
O -1.283 -2.041 0.547 -0.58
O 0.890 -2.229 2.457 -0.62
O 1.489 3.076 1.927 -0.61
```

Results
F_max, eV Å⁻¹: 14.60
Energy above the lowest of the compared OMol25 structures with the same formula, charge and spin, eV: 12.483
LUMO level, eV: 0.14
Frontier orbital gap, eV: 7.35